{
  "formula": "C4H5NO2",
  "method": "wB97M-V/def2-TZVPD",
  "species": ["O", "O", "N", "C", "C", "C", "C", "H", "H", "H", "H", "H"],
  "positions_angstrom": [[-0.032, -2.095, 1.250], [-1.532, -0.287, -1.211], [-0.183, 0.613, 0.466], [0.503, 1.590, -0.342], [-0.977, -0.346, -0.139], [-1.001, -1.626, 0.707], [1.148, 0.277, -0.097], [-1.995, -2.099, 0.739], [1.185, -0.379, -0.972], [0.861, 2.435, 0.235], [0.118, 1.806, -1.335], [1.878, 0.066, 0.666]],
  "smiles": "O=CC(=O)N1CC1",
  "lumo_energy_ev": 0.039,
  "fmax_ev_per_a": 0.79,
  "homo_energy_ev": -9.967,
  "e_above_lowest_kj_mol": 227.0,
  "energy_ha": -360.58294,
  "gap_ev": 10.007
}

{
  "formula": "C31H48Cl3N6O4SSbSi4V",
  "method": "wB97M-V/def2-TZVPD",
  "species": ["Sb", "V", "Cl", "Cl", "Cl", "S", "Si", "Si", "Si", "Si", "O", "O", "O", "O", "N", "N", "N", "N", "N", "N", "C", "C", "C", "C", "C", "C", "C", "C", "C", "C", "C", "C", "C", "C", "C", "C", "C", "C", "C", "C", "C", "C", "C", "C", "C", "C", "C", "C", "C", "C", "C", "H", "H", "H", "H", "H", "H", "H", "H", "H", "H", "H", "H", "H", "H", "H", "H", "H", "H", "H", "H", "H", "H", "H", "H", "H", "H", "H", "H", "H", "H", "H", "H", "H", "H", "H", "H", "H", "H", "H", "H", "H", "H", "H", "H", "H", "H", "H", "H"],
  "positions_angstrom": [[0.111, -2.115, -4.127], [1.333, -1.353, 3.063], [4.603, -3.746, 2.488], [4.968, -0.524, 2.899], [4.347, -2.197, 5.549], [-1.895, 1.973, 1.581], [0.644, 0.319, -4.941], [2.437, -3.069, -4.543], [-1.053, -3.344, -6.000], [3.768, -2.124, 3.541], [-0.555, -4.882, 2.802], [0.450, -2.936, 2.418], [1.613, 0.192, 4.051], [-0.144, 0.487, 5.456], [0.792, -2.330, 5.027], [1.719, 0.245, -0.973], [-0.496, -0.031, 2.306], [-1.136, 3.032, 5.134], [1.731, 2.673, -1.499], [2.102, -0.676, 1.234], [-6.039, 3.896, 4.364], [2.464, -4.990, -4.466], [0.226, 3.393, 4.918], [-2.623, 0.793, 2.621], [1.961, -0.198, 0.167], [-4.166, 4.815, 2.867], [-1.025, -5.130, -5.634], [-2.177, 3.629, 4.303], [1.778, 1.598, -1.125], [0.835, 0.927, 4.823], [0.519, 0.578, -6.815], [-2.791, -2.688, -5.935], [-4.487, 4.026, 4.045], [0.001, -3.913, 3.187], [-1.886, 4.400, 3.189], [-0.478, 1.072, 1.516], [0.177, -3.612, 4.715], [-0.253, -3.213, -7.690], [2.095, 5.059, 4.627], [2.995, -2.578, -6.340], [-3.754, 2.694, 6.053], [2.989, 3.975, 4.512], [2.274, 0.766, -4.295], [3.596, -2.504, -3.148], [0.710, 4.707, 4.890], [-1.699, -0.152, 2.841], [2.574, 2.657, 4.573], [1.217, 2.388, 4.781], [-2.871, 4.983, 2.461], [-0.755, 1.401, -4.280], [-3.514, 3.409, 4.723], [-1.088, -3.615, -8.349], [2.449, -5.316, -5.508], [-0.817, -3.793, 5.085], [1.303, 0.115, -7.370], [-2.598, 5.510, 1.485], [1.619, -2.299, 5.573], [-1.374, -5.637, -6.586], [1.641, -5.420, -3.915], [-6.681, 4.591, 3.842], [-1.643, -5.298, -4.743], [4.004, 4.276, 4.187], [0.530, -4.005, -7.769], [-2.009, -1.075, 3.361], [0.005, 5.489, 5.193], [3.206, 1.784, 4.630], [-4.620, 1.988, 5.905], [0.860, -4.311, 5.152], [-0.889, 4.618, 2.929], [4.454, -3.179, -3.103], [-1.675, 1.114, -4.859], [-3.014, -2.088, -5.027], [3.972, -2.973, -6.619], [-3.627, 0.822, 2.946], [-6.166, 3.891, 5.455], [-1.056, 1.281, -3.247], [-3.447, -3.583, -5.890], [-0.462, 0.247, -7.233], [-2.862, 2.214, 6.429], [2.160, 1.818, -4.108], [0.547, 1.643, -7.040], [0.148, -1.567, 5.340], [3.398, -5.184, -3.933], [2.487, 0.343, -3.313], [0.408, 1.203, 0.933], [-5.000, 5.287, 2.309], [-0.410, 2.367, -4.653], [0.004, -5.436, -5.423], [3.072, -1.510, -6.556], [-4.070, 3.369, 6.842], [2.444, 6.069, 4.624], [3.140, 0.669, -4.946], [-3.149, -2.052, -6.722], [3.881, -1.430, -3.296], [-1.226, 2.055, 5.355], [-6.437, 3.027, 3.954], [2.296, -3.011, -7.028], [0.019, -2.224, -7.962], [3.046, -2.566, -2.242]],
  "charge": -1,
  "lumo_energy_ev": 2.112,
  "fmax_ev_per_a": 5.08,
  "homo_energy_ev": -5.567,
  "multiplicity": 3,
  "s_squared": 2.02,
  "e_above_lowest_kj_mol": 91.7,
  "energy_ha": -5960.94757,
  "gap_ev": 7.679
}

{
  "formula": "C9H14",
  "method": "wB97M-V/def2-TZVPD",
  "species": ["C", "C", "C", "C", "C", "C", "C", "C", "C", "H", "H", "H", "H", "H", "H", "H", "H", "H", "H", "H", "H", "H", "H"],
  "positions_angstrom": [[0.042, 1.433, -2.298], [0.831, -0.504, 3.765], [-1.214, 1.155, -1.514], [-1.939, 0.116, 0.563], [0.015, -0.746, -0.581], [1.093, 0.569, -2.272], [1.103, -1.192, 2.333], [-1.047, 0.153, -0.563], [1.002, -0.583, -1.518], [-2.792, 0.889, 0.795], [-0.076, -1.096, 4.134], [-2.626, -0.700, 0.827], [2.037, 0.809, -2.744], [1.898, -1.897, 2.479], [-1.359, 0.122, 1.482], [-2.143, 1.768, -1.584], [1.355, -0.189, 1.795], [0.188, -1.600, 1.894], [-0.107, -1.650, 0.124], [0.167, 2.335, -2.966], [0.746, 0.681, 3.661], [1.641, -0.474, 4.300], [1.752, -1.398, -1.685]],
  "smiles": "Cc1ccccc1.CC",
  "lumo_energy_ev": 0.994,
  "fmax_ev_per_a": 6.90,
  "homo_energy_ev": -8.961,
  "e_above_lowest_kj_mol": 280.8,
  "energy_ha": -351.22322,
  "gap_ev": 9.955
}

{
  "formula": "C19H24N2O9RuSSi",
  "method": "wB97M-V/def2-TZVPD",
  "species": ["Ru", "S", "Si", "O", "O", "O", "O", "O", "O", "O", "O", "O", "N", "N", "C", "C", "C", "C", "C", "C", "C", "C", "C", "C", "C", "C", "C", "C", "C", "C", "C", "C", "C", "H", "H", "H", "H", "H", "H", "H", "H", "H", "H", "H", "H", "H", "H", "H", "H", "H", "H", "H", "H", "H", "H", "H", "H"],
  "positions_angstrom": [[0.389, 1.068, -0.401], [-1.109, 1.956, -2.822], [-3.696, 2.144, -1.590], [0.224, 2.206, -2.208], [5.466, 0.893, 4.993], [0.336, 0.535, 1.488], [0.351, -1.357, -0.603], [7.009, 1.662, 3.714], [-1.473, 0.556, -2.736], [2.313, 1.641, -0.340], [-1.285, 2.608, -4.087], [-2.122, 2.678, -1.796], [1.134, -3.440, -0.394], [5.855, 1.312, 3.914], [3.610, 1.008, 3.017], [-4.557, 1.898, -3.217], [-3.634, 0.552, -0.614], [5.344, 1.886, 1.572], [4.912, 1.402, 2.817], [-2.673, 0.413, 0.390], [1.333, 0.631, 2.298], [-3.376, -1.839, 0.822], [2.654, 1.061, 1.986], [2.733, -1.594, -0.678], [-4.345, -1.719, -0.164], [4.433, 1.955, 0.551], [3.079, 1.554, 0.697], [-4.465, -0.534, -0.880], [2.223, -4.381, -0.224], [-2.530, -0.772, 1.096], [1.322, -2.105, -0.560], [-0.229, -3.935, -0.319], [-4.477, 3.500, -0.580], [-4.997, -2.555, -0.388], [3.168, -1.484, 0.319], [-1.741, -0.855, 1.831], [2.699, -0.605, -1.129], [-2.002, 1.240, 0.623], [-0.872, -3.333, -0.956], [-4.521, 4.433, -1.146], [-0.621, -3.878, 0.701], [-0.250, -4.973, -0.651], [1.861, -5.237, 0.345], [-5.491, 3.226, -0.280], [6.370, 2.194, 1.442], [1.127, 0.359, 3.336], [4.719, 2.326, -0.425], [3.319, 0.644, 3.993], [-5.205, -0.467, -1.670], [3.368, -2.255, -1.266], [-4.097, 1.067, -3.754], [3.042, -3.937, 0.337], [-5.621, 1.691, -3.082], [2.611, -4.746, -1.181], [-3.272, -2.770, 1.368], [-3.892, 3.677, 0.324], [-4.454, 2.794, -3.833]],
  "charge": -1,
  "lumo_energy_ev": [2.353, 2.417],
  "fmax_ev_per_a": 1.57,
  "homo_energy_ev": [-3.217, -3.996],
  "multiplicity": 2,
  "s_squared": 0.96,
  "e_above_lowest_kj_mol": 111.1,
  "energy_ha": -2307.70419,
  "gap_ev": [5.570, 6.413]
}

{
  "formula": "C14H19N4O",
  "method": "wB97M-V/def2-TZVPD",
  "species": ["O", "N", "N", "N", "N", "C", "C", "C", "C", "C", "C", "C", "C", "C", "C", "C", "C", "C", "C", "H", "H", "H", "H", "H", "H", "H", "H", "H", "H", "H", "H", "H", "H", "H", "H", "H", "H", "H"],
  "positions_angstrom": [[2.924, 0.686, 1.511], [2.959, -3.554, -0.633], [-1.093, -1.541, -1.352], [-2.800, 1.276, 0.274], [-1.912, 1.792, 1.095], [-0.283, 0.092, 0.348], [1.111, -0.502, 0.462], [-0.755, 1.199, 1.113], [-4.132, 1.872, 0.237], [2.173, -3.826, -1.425], [-5.017, 1.464, 1.145], [0.917, 2.967, 1.518], [-2.507, 0.235, -0.456], [-1.290, -0.433, -0.524], [2.277, 0.524, 0.239], [1.368, 3.901, 0.896], [0.224, 1.810, 2.126], [3.398, -0.034, -0.706], [1.149, -4.160, -2.408], [-4.355, 2.664, -0.476], [1.058, -3.349, -3.128], [4.366, 0.263, -0.298], [-0.378, 2.210, 2.954], [-4.771, 1.344, 2.204], [1.194, -1.011, 1.432], [1.843, 4.604, 0.246], [-1.058, -2.386, -0.784], [1.957, 1.478, -0.188], [3.329, -1.128, -0.826], [1.407, -5.078, -2.932], [-3.317, -0.148, -1.080], [2.884, 1.610, 1.781], [0.197, -4.298, -1.899], [0.895, 1.064, 2.555], [1.209, -1.280, -0.306], [3.256, 0.460, -1.679], [-6.054, 1.257, 0.874], [-1.908, -1.643, -1.954]],
  "charge": 1,
  "lumo_energy_ev": -4.460,
  "fmax_ev_per_a": 2.95,
  "homo_energy_ev": -12.865,
  "energy_ha": -838.70942,
  "gap_ev": 8.405
}

{
  "formula": "C4H8NO3",
  "method": "wB97M-V/def2-TZVPD",
  "species": ["O", "O", "O", "N", "C", "C", "C", "C", "H", "H", "H", "H", "H", "H", "H", "H"],
  "positions_angstrom": [[-1.020, -3.272, -0.383], [1.062, 3.301, -0.017], [-0.224, 1.391, -0.245], [-0.965, -1.412, 0.748], [-0.254, -1.316, -1.618], [1.391, 1.314, 1.438], [-0.781, -2.032, -0.446], [0.685, 2.106, 0.283], [0.314, -0.430, -1.230], [1.699, 1.983, 2.184], [-1.429, -1.874, 1.539], [-1.068, -0.457, 0.856], [2.316, 0.800, 1.135], [0.637, 0.620, 1.813], [-0.903, -0.654, -2.101], [0.401, -1.896, -2.213]],
  "lumo_energy_ev": [0.498, -4.503],
  "fmax_ev_per_a": 5.11,
  "homo_energy_ev": [-9.533, -9.525],
  "multiplicity": 2,
  "s_squared": 0.76,
  "e_above_lowest_kj_mol": 135.6,
  "energy_ha": -437.59492,
  "gap_ev": [10.031, 5.022]
}